No. 1
{"formula": "C26H64Cl2O12", "method": "ωB97M-V/def2-TZVPD", "smiles": "COCCOC.COCCOC.COCCOC.COCCOC.COCCOC.COCCOC.ClCCCl", "orbital_gap_ev": 9.91, "fmax_ev_per_a": 1.85, "species": ["C", "O", "C", "C", "O", "C", "H", "H", "H", "H", "H", "H", "H", "H", "H", "H", "C", "O", "C", "C", "O", "C", "H", "H", "H", "H", "H", "H", "H", "H", "H", "H", "C", "O", "C", "C", "O", "C", "H", "H", "H", "H", "H", "H", "H", "H", "H", "H", "C", "O", "C", "C", "O", "C", "H", "H", "H", "H", "H", "H", "H", "H", "H", "H", "C", "O", "C", "C", "O", "C", "H", "H", "H", "H", "H", "H", "H", "H", "H", "H", "C", "O", "C", "C", "O", "C", "H", "H", "H", "H", "H", "H", "H", "H", "H", "H", "Cl", "C", "C", "Cl", "H", "H", "H", "H"], "coordinates": [[-3.492, -3.379, 0.568], [-3.583, -2.044, 0.112], [-4.688, -1.312, 0.595], [-4.535, -0.776, 2.005], [-4.416, -1.812, 2.941], [-4.597, -1.421, 4.286], [-3.034, -3.453, 1.552], [-2.922, -3.960, -0.162], [-4.485, -3.844, 0.546], [-5.625, -1.853, 0.418], [-4.726, -0.437, -0.062], [-5.496, -0.275, 2.212], [-3.754, -0.009, 1.989], [-4.395, -2.297, 4.894], [-5.594, -0.986, 4.397], [-3.860, -0.661, 4.578], [4.061, 1.620, -0.382], [5.192, 0.822, -0.123], [5.511, 0.881, 1.254], [6.667, -0.047, 1.564], [7.830, 0.101, 0.787], [8.371, 1.393, 0.871], [3.807, 1.581, -1.441], [4.252, 2.675, -0.153], [3.192, 1.273, 0.182], [4.621, 0.540, 1.797], [5.763, 1.890, 1.601], [6.335, -1.079, 1.451], [6.936, 0.066, 2.622], [7.628, 2.190, 0.763], [9.099, 1.590, 0.086], [8.869, 1.519, 1.841], [0.342, -2.957, -0.833], [0.839, -2.099, 0.169], [2.089, -1.507, -0.057], [3.268, -2.223, 0.544], [3.422, -3.477, -0.125], [4.576, -4.174, 0.307], [0.611, -2.691, -1.863], [-0.740, -2.936, -0.708], [0.749, -3.968, -0.721], [2.085, -0.502, 0.371], [2.318, -1.386, -1.123], [3.180, -2.376, 1.627], [4.196, -1.683, 0.315], [4.514, -4.314, 1.390], [5.469, -3.621, 0.003], [4.574, -5.155, -0.162], [2.608, 0.366, 4.217], [2.149, 1.146, 3.112], [0.744, 1.337, 3.084], [-0.022, 0.098, 2.698], [0.009, -0.904, 3.704], [-0.838, -1.957, 3.323], [2.443, -0.691, 4.021], [2.106, 0.685, 5.136], [3.660, 0.632, 4.329], [0.562, 2.157, 2.386], [0.370, 1.777, 4.019], [0.460, -0.305, 1.803], [-1.052, 0.426, 2.509], [-0.859, -2.709, 4.118], [-0.540, -2.465, 2.402], [-1.893, -1.662, 3.240], [-3.265, -2.607, -3.367], [-3.714, -1.255, -3.449], [-3.103, -0.479, -4.466], [-3.337, -0.979, -5.884], [-4.703, -0.885, -6.226], [-4.979, -1.438, -7.483], [-3.975, -3.062, -2.674], [-2.230, -2.628, -3.025], [-3.462, -3.180, -4.277], [-2.025, -0.329, -4.329], [-3.613, 0.476, -4.318], [-3.082, -2.044, -5.947], [-2.698, -0.401, -6.560], [-4.877, -2.533, -7.494], [-4.334, -1.045, -8.278], [-6.019, -1.202, -7.708], [-0.980, 4.643, -2.365], [-0.366, 5.706, -1.644], [0.541, 5.288, -0.664], [-0.084, 4.649, 0.576], [-1.041, 5.539, 1.101], [-1.810, 4.960, 2.117], [-0.627, 3.642, -2.123], [-1.009, 4.923, -3.416], [-2.029, 4.623, -2.032], [1.023, 6.214, -0.338], [1.377, 4.691, -1.040], [0.683, 4.480, 1.342], [-0.574, 3.708, 0.291], [-2.529, 5.679, 2.506], [-1.196, 4.530, 2.916], [-2.440, 4.159, 1.694], [0.601, 1.568, -0.971], [-0.690, 0.680, -1.827], [-1.799, 0.234, -0.901], [-2.501, 1.700, -0.084], [-0.203, -0.112, -2.388], [-1.155, 1.380, -2.523], [-1.475, -0.453, -0.125], [-2.636, -0.201, -1.443]]}



No. 2
{"formula": "C26H64MnO14", "method": "ωB97M-V/def2-TZVPD", "total_charge": -1, "multiplicity": 7, "orbital_gap_ev": [3.22, 7.12], "fmax_ev_per_a": 2.48, "species": ["Mn", "O", "C", "C", "O", "H", "H", "H", "H", "C", "O", "C", "C", "O", "C", "H", "H", "H", "H", "H", "H", "H", "H", "H", "H", "C", "O", "C", "C", "O", "C", "H", "H", "H", "H", "H", "H", "H", "H", "H", "H", "C", "O", "C", "C", "O", "C", "H", "H", "H", "H", "H", "H", "H", "H", "H", "H", "C", "O", "C", "C", "O", "C", "H", "H", "H", "H", "H", "H", "H", "H", "H", "H", "C", "O", "C", "C", "O", "C", "H", "H", "H", "H", "H", "H", "H", "H", "H", "H", "C", "O", "C", "C", "O", "C", "H", "H", "H", "H", "H", "H", "H", "H", "H", "H"], "coordinates": [[0.667, -0.653, 1.811], [0.837, 0.595, 0.055], [0.625, 1.956, 0.479], [-0.232, 2.146, 1.868], [0.006, 1.125, 2.795], [0.190, 2.618, -0.269], [1.611, 2.405, 0.599], [-1.318, 2.094, 1.795], [0.010, 3.101, 2.334], [3.093, 3.405, 4.831], [4.059, 2.455, 4.398], [3.592, 1.489, 3.431], [4.328, 1.587, 2.109], [5.717, 1.331, 2.155], [6.096, -0.045, 2.357], [2.615, 3.920, 3.997], [3.631, 4.097, 5.479], [2.285, 2.906, 5.367], [2.518, 1.641, 3.330], [3.810, 0.491, 3.809], [4.109, 2.522, 1.593], [3.907, 0.892, 1.382], [7.078, -0.121, 1.890], [5.426, -0.676, 1.773], [6.014, -0.273, 3.420], [-2.661, -1.918, -5.510], [-1.575, -2.198, -6.387], [-0.265, -1.960, -5.886], [0.192, -2.519, -4.498], [-0.594, -1.836, -3.520], [0.168, -1.577, -2.301], [-3.506, -2.128, -6.166], [-2.557, -0.846, -5.337], [-2.760, -2.452, -4.565], [-0.113, -0.880, -5.884], [0.347, -2.478, -6.625], [1.261, -2.325, -4.409], [0.203, -3.609, -4.487], [-0.562, -1.186, -1.591], [0.920, -0.797, -2.423], [0.645, -2.489, -1.943], [0.869, -1.086, 4.883], [1.328, -1.590, 3.664], [2.655, -2.136, 3.637], [2.938, -2.638, 2.270], [2.559, -1.726, 1.284], [2.964, -2.082, -0.045], [0.038, -0.397, 4.731], [1.691, -0.645, 5.446], [0.514, -1.987, 5.385], [2.621, -2.968, 4.341], [3.478, -1.510, 3.981], [2.430, -3.590, 2.113], [4.006, -2.828, 2.160], [2.958, -1.294, -0.798], [2.360, -2.964, -0.257], [4.001, -2.393, -0.178], [-4.419, 2.455, 3.337], [-4.549, 1.149, 3.965], [-3.343, 0.467, 4.155], [-3.623, -0.925, 4.548], [-4.371, -1.232, 5.707], [-3.973, -0.849, 7.000], [-4.095, 3.278, 3.973], [-5.438, 2.823, 3.215], [-3.904, 2.422, 2.377], [-2.739, 1.012, 4.880], [-2.702, 0.446, 3.274], [-2.659, -1.433, 4.522], [-4.241, -1.369, 3.768], [-4.573, -1.400, 7.725], [-4.192, 0.173, 7.309], [-2.947, -1.160, 7.195], [0.953, 2.411, -7.198], [2.197, 1.594, -7.201], [3.294, 2.087, -6.323], [2.928, 1.965, -4.784], [1.941, 2.899, -4.314], [1.597, 2.910, -2.943], [1.098, 3.491, -7.182], [0.349, 1.940, -6.422], [0.420, 2.286, -8.141], [3.584, 3.093, -6.626], [4.247, 1.578, -6.469], [3.821, 2.074, -4.169], [2.607, 0.941, -4.593], [2.432, 2.611, -2.309], [0.729, 2.291, -2.719], [1.245, 3.885, -2.607], [-3.309, 0.113, 0.487], [-4.120, -0.286, -0.601], [-3.638, -1.564, -1.047], [-4.459, -2.184, -2.139], [-4.907, -1.231, -3.095], [-5.782, -1.810, -4.019], [-2.244, 0.069, 0.261], [-3.436, -0.554, 1.340], [-3.435, 1.169, 0.725], [-3.650, -2.305, -0.249], [-2.599, -1.469, -1.363], [-5.251, -2.816, -1.738], [-3.787, -2.878, -2.644], [-5.469, -1.776, -5.063], [-6.803, -1.497, -3.803], [-6.015, -2.865, -3.873]]}



No. 3
{"formula": "C26H65B3F2O11P2", "method": "ωB97M-V/def2-TZVPD", "orbital_gap_ev": 9.14, "fmax_ev_per_a": 3.31, "species": ["C", "C", "C", "F", "B", "O", "B", "P", "P", "O", "O", "O", "O", "B", "C", "F", "C", "C", "O", "H", "H", "H", "H", "H", "H", "H", "H", "H", "H", "H", "H", "H", "H", "H", "C", "C", "O", "C", "C", "H", "H", "H", "H", "H", "H", "H", "H", "H", "H", "C", "C", "O", "C", "C", "H", "H", "H", "H", "H", "H", "H", "H", "H", "H", "C", "C", "O", "C", "C", "H", "H", "H", "H", "H", "H", "H", "H", "H", "H", "C", "C", "O", "C", "C", "H", "H", "H", "H", "H", "H", "H", "H", "H", "H", "C", "C", "O", "C", "C", "H", "H", "H", "H", "H", "H", "H", "H", "H", "H"], "coordinates": [[5.896, 3.770, 1.913], [5.209, 3.763, 0.512], [3.627, 3.855, 0.599], [3.074, 4.373, -0.571], [3.020, 2.434, 1.011], [2.023, 1.709, 0.300], [1.028, 1.204, 1.175], [-0.834, 1.068, 0.656], [-1.531, 3.118, 0.538], [-2.453, 3.201, -0.660], [-2.225, 3.689, 1.952], [-0.188, 4.086, 0.237], [1.321, 0.782, 2.521], [2.259, 1.733, 2.995], [2.042, 2.720, 4.248], [3.092, 2.690, 5.170], [0.647, 2.460, 4.919], [0.060, 3.823, 5.489], [3.472, 1.834, 2.232], [5.492, 4.544, 2.606], [6.986, 3.967, 1.781], [5.838, 2.771, 2.405], [5.432, 2.816, -0.026], [5.529, 4.642, -0.088], [3.399, 4.560, 1.437], [-1.567, 0.345, 1.655], [-1.779, 4.501, 2.221], [-0.382, 5.013, 0.423], [2.029, 3.761, 3.827], [-0.105, 2.086, 4.187], [0.814, 1.707, 5.718], [0.831, 4.625, 5.418], [-0.804, 4.116, 4.850], [-0.234, 3.745, 6.560], [0.889, 0.345, -5.793], [2.194, -0.016, -5.103], [2.618, 0.947, -4.152], [1.731, 1.193, -3.070], [1.445, -0.038, -2.228], [0.976, 1.313, -6.290], [0.632, -0.411, -6.538], [0.060, 0.412, -5.087], [2.984, -0.076, -5.855], [2.132, -1.006, -4.639], [0.803, 1.642, -3.436], [2.213, 1.946, -2.444], [0.956, -0.825, -2.806], [0.792, 0.218, -1.391], [2.375, -0.454, -1.830], [1.191, -5.827, -6.113], [1.113, -6.005, -4.606], [2.371, -6.235, -3.993], [3.341, -5.211, -4.152], [2.907, -3.870, -3.589], [1.651, -6.703, -6.576], [0.192, -5.692, -6.531], [1.789, -4.958, -6.391], [0.501, -6.881, -4.384], [0.613, -5.151, -4.136], [3.627, -5.121, -5.206], [4.232, -5.550, -3.620], [2.020, -3.482, -4.092], [3.705, -3.134, -3.702], [2.666, -3.963, -2.528], [-3.852, 5.912, -1.585], [-4.606, 6.289, -0.321], [-5.754, 7.091, -0.555], [-6.757, 6.517, -1.376], [-7.329, 5.222, -0.824], [-3.546, 6.810, -2.128], [-2.966, 5.331, -1.336], [-4.463, 5.312, -2.261], [-3.948, 6.880, 0.320], [-4.877, 5.397, 0.251], [-6.378, 6.376, -2.394], [-7.556, 7.258, -1.443], [-6.571, 4.442, -0.741], [-8.122, 4.851, -1.476], [-7.744, 5.384, 0.174], [0.450, -7.539, -0.087], [-0.349, -6.287, -0.408], [-0.519, -5.418, 0.701], [0.670, -4.909, 1.284], [1.519, -4.101, 0.320], [-0.026, -8.096, 0.724], [0.515, -8.183, -0.966], [1.467, -7.304, 0.229], [-1.352, -6.578, -0.724], [0.096, -5.745, -1.250], [1.250, -5.722, 1.732], [0.356, -4.263, 2.107], [1.864, -4.702, -0.522], [2.397, -3.701, 0.831], [0.942, -3.266, -0.088], [-2.249, -2.649, 6.047], [-2.767, -1.503, 5.195], [-2.087, -1.359, 3.959], [-2.143, -2.473, 3.079], [-3.553, -2.852, 2.666], [-1.182, -2.523, 6.247], [-2.783, -2.686, 6.998], [-2.378, -3.614, 5.556], [-2.620, -0.566, 5.735], [-3.845, -1.596, 5.027], [-1.618, -3.328, 3.518], [-1.578, -2.189, 2.187], [-4.163, -3.152, 3.519], [-3.530, -3.684, 1.961], [-4.052, -2.004, 2.190]]}



No. 4
{"formula": "C26H66Cl2N18O11", "method": "ωB97M-V/def2-TZVPD", "smiles": "CCCCCCCCCC[C@@H]1OC(=O)C[C@H]1[C@@H](Cl)[C@H](C)Cl.NC(N)=O.NC(N)=O.NC(N)=O.NC(N)=O.NC(N)=O.NC(N)=O.NC(N)=O.NC(N)=O.NC(N)=O", "orbital_gap_ev": 9.62, "fmax_ev_per_a": 4.14, "species": ["C", "C", "C", "C", "C", "C", "C", "C", "C", "C", "C", "O", "C", "O", "C", "C", "C", "Cl", "C", "C", "Cl", "H", "H", "H", "H", "H", "H", "H", "H", "H", "H", "H", "H", "H", "H", "H", "H", "H", "H", "H", "H", "H", "H", "H", "H", "H", "H", "H", "H", "H", "H", "N", "C", "N", "O", "H", "H", "H", "H", "N", "C", "N", "O", "H", "H", "H", "H", "N", "C", "N", "O", "H", "H", "H", "H", "N", "C", "N", "O", "H", "H", "H", "H", "N", "C", "N", "O", "H", "H", "H", "H", "N", "C", "N", "O", "H", "H", "H", "H", "N", "C", "N", "O", "H", "H", "H", "H", "N", "C", "N", "O", "H", "H", "H", "H", "N", "C", "N", "O", "H", "H", "H", "H"], "coordinates": [[1.027, -1.852, 6.253], [0.133, -0.611, 5.709], [-1.202, -0.565, 6.595], [-2.550, -0.945, 5.820], [-2.685, -0.318, 4.346], [-2.827, -1.583, 3.332], [-2.786, -0.946, 1.829], [-2.168, -2.077, 0.885], [-1.736, -1.584, -0.573], [-0.242, -0.971, -0.631], [-0.169, 0.596, -0.301], [-1.468, 1.239, -0.167], [-1.972, 1.799, -1.370], [-3.074, 2.346, -1.479], [-0.773, 1.576, -2.402], [0.514, 1.565, -1.415], [0.693, 3.114, -1.058], [0.633, 3.471, 0.759], [2.117, 3.723, -1.560], [1.870, 5.318, -1.700], [2.622, 3.101, -3.205], [0.415, -2.793, 5.993], [1.118, -1.786, 7.388], [2.063, -1.877, 5.787], [0.671, 0.391, 5.799], [-0.028, -0.805, 4.601], [-1.078, -1.337, 7.437], [-1.328, 0.446, 7.101], [-3.436, -0.567, 6.428], [-2.668, -2.088, 5.750], [-1.794, 0.328, 4.032], [-3.601, 0.379, 4.279], [-3.768, -2.190, 3.520], [-1.854, -2.163, 3.441], [-3.850, -0.633, 1.526], [-2.158, -0.003, 1.922], [-1.295, -2.636, 1.371], [-2.999, -2.862, 0.734], [-1.699, -2.529, -1.235], [-2.511, -0.901, -1.076], [0.181, -1.150, -1.685], [0.424, -1.581, 0.073], [0.541, 0.642, 0.598], [-0.880, 0.538, -2.889], [-0.776, 2.355, -3.228], [1.395, 0.998, -1.875], [-0.096, 3.766, -1.579], [2.875, 3.560, -0.729], [1.476, 5.742, -0.707], [1.022, 5.509, -2.456], [2.798, 5.888, -2.016], [0.044, 8.910, -2.021], [1.270, 9.099, -1.474], [1.854, 10.280, -1.796], [1.806, 8.272, -0.748], [-0.411, 9.580, -2.620], [-0.426, 8.046, -1.807], [2.766, 10.460, -1.411], [1.429, 10.970, -2.390], [-4.288, -5.845, 2.681], [-5.044, -4.734, 2.515], [-5.721, -4.676, 1.339], [-5.114, -3.849, 3.359], [-4.220, -6.579, 2.000], [-3.765, -5.928, 3.547], [-6.295, -3.863, 1.180], [-5.679, -5.388, 0.634], [5.495, -1.325, -3.602], [4.589, -0.319, -3.503], [5.111, 0.880, -3.137], [3.398, -0.480, -3.725], [6.477, -1.214, -3.423], [5.147, -2.231, -3.871], [4.468, 1.654, -3.053], [6.085, 1.033, -2.949], [7.107, -0.843, -6.366], [7.817, -1.993, -6.288], [8.150, -2.540, -7.485], [8.136, -2.500, -5.221], [6.834, -0.409, -7.229], [6.843, -0.410, -5.497], [8.679, -3.396, -7.466], [7.899, -2.142, -8.372], [-4.517, -7.741, 6.386], [-4.349, -6.394, 6.372], [-4.887, -5.742, 7.430], [-3.757, -5.813, 5.473], [-5.000, -8.235, 7.114], [-4.131, -8.260, 5.616], [-4.782, -4.741, 7.454], [-5.376, -6.198, 8.178], [0.450, 9.104, -5.520], [0.024, 10.383, -5.381], [0.251, 11.178, -6.455], [-0.523, 10.790, -4.364], [0.901, 8.751, -6.344], [0.300, 8.483, -4.741], [-0.052, 12.136, -6.389], [0.697, 10.866, -7.298], [5.986, -5.096, -6.821], [4.764, -5.023, -7.408], [3.858, -5.924, -6.950], [4.501, -4.209, -8.281], [6.223, -5.755, -6.104], [6.685, -4.441, -7.136], [2.940, -5.901, -7.362], [4.054, -6.600, -6.235], [-8.326, -3.454, 3.581], [-9.248, -2.466, 3.687], [-8.747, -1.262, 4.065], [-10.436, -2.643, 3.460], [-7.344, -3.327, 3.763], [-8.658, -4.362, 3.302], [-9.400, -0.502, 4.156], [-7.776, -1.096, 4.256], [3.206, 0.428, 2.699], [3.932, -0.717, 2.757], [4.274, -1.235, 1.549], [4.252, -1.241, 3.812], [2.933, 0.875, 1.842], [2.933, 0.843, 3.574], [4.813, -2.085, 1.551], [4.021, -0.820, 0.670]]}



| no. | E (Eh) |
| --- | --- |
| 1 | -2852.0183 |
| 2 | -3232.9872 |
| 3 | -2814.4685 |
| 4 | -3764.1879 |